No. 1
{
  "formula": "C24H31Br30Cl2N2O6P2S",
  "method": "ωB97M-V with the def2-TZVPD basis set",
  "homo_lumo_gap_ev": 6.678,
  "total_charge": 1,
  "e_tot_ha": -80715.387813,
  "homo_ev": -10.728,
  "de_lowest_ev": 0.0000,
  "symbols": ["C", "C", "C", "C", "C", "C", "C", "N", "N", "P", "O", "Cl", "C", "C", "C", "C", "C", "S", "O", "O", "Cl", "C", "C", "P", "O", "O", "O", "H", "H", "H", "H", "H", "H", "H", "H", "H", "H", "H", "H", "H", "H", "H", "H", "H", "H", "H", "H", "H", "C", "Br", "Br", "Br", "H", "C", "Br", "Br", "Br", "H", "C", "Br", "Br", "Br", "H", "C", "Br", "Br", "Br", "H", "C", "Br", "Br", "Br", "H", "C", "Br", "Br", "Br", "H", "C", "Br", "Br", "Br", "H", "C", "Br", "Br", "Br", "H", "C", "Br", "Br", "Br", "H", "C", "Br", "Br", "Br", "H"],
  "coordinates": [[-0.158, 2.942, 5.043], [-0.943, 1.847, 5.324], [-2.134, 1.407, 4.511], [-2.076, 2.076, 3.165], [-2.486, 3.434, 3.046], [-2.996, 4.174, 4.212], [-4.075, 3.807, 4.919], [-2.416, 4.056, 1.894], [-1.932, 3.389, 0.863], [-1.826, 4.346, -0.693], [-3.062, 3.741, -1.556], [-2.393, 6.243, -0.277], [-1.521, 2.118, 0.830], [-0.951, 1.493, -0.426], [0.527, 1.983, -0.525], [1.536, 0.927, -0.068], [2.895, 1.566, 0.265], [3.266, 1.492, 1.999], [4.674, 1.645, 2.175], [2.483, 2.450, 2.723], [2.741, -0.360, 2.682], [-1.596, 1.394, 2.052], [-1.166, -0.045, 2.142], [-2.677, -1.087, 2.061], [-3.759, -0.606, 2.928], [-3.176, -1.112, 0.543], [-2.188, -2.552, 2.383], [-0.148, 3.799, 5.711], [0.454, 2.980, 4.141], [-0.670, 1.226, 6.178], [-3.062, 1.596, 5.045], [-2.077, 0.331, 4.387], [-2.442, 5.063, 4.505], [-4.034, 3.763, 6.004], [-5.018, 3.551, 4.444], [-3.765, 3.419, -0.965], [-0.939, 0.419, -0.290], [-1.503, 1.724, -1.339], [0.643, 2.853, 0.125], [0.768, 2.333, -1.529], [1.166, 0.483, 0.850], [1.666, 0.193, -0.859], [3.704, 1.039, -0.252], [2.933, 2.606, -0.054], [-0.709, -0.249, 3.105], [-0.554, -0.361, 1.309], [-3.668, -0.290, 0.406], [-2.715, -2.925, 3.106], [6.636, 1.752, 5.459], [8.213, 0.726, 5.856], [5.142, 1.180, 6.532], [6.948, 3.641, 5.622], [6.378, 1.559, 4.427], [-0.172, 1.849, -4.886], [-0.300, -0.061, -5.076], [-0.233, 2.760, -6.570], [-1.499, 2.521, -3.653], [0.797, 2.054, -4.452], [0.277, -3.448, -7.038], [1.970, -4.335, -7.256], [-0.864, -3.716, -8.560], [-0.595, -3.967, -5.398], [0.482, -2.387, -6.973], [7.310, -2.872, 7.613], [8.967, -3.842, 7.523], [6.282, -3.074, 5.999], [6.286, -3.349, 9.169], [7.556, -1.824, 7.700], [-1.950, -6.113, 1.641], [-3.236, -6.725, 2.942], [-0.166, -6.677, 2.085], [-2.446, -6.634, -0.140], [-1.956, -5.033, 1.664], [-6.739, 3.286, 1.605], [-7.035, 2.439, 3.311], [-5.682, 4.884, 1.759], [-5.965, 2.052, 0.335], [-7.705, 3.576, 1.219], [2.192, -0.049, -9.081], [2.795, 0.671, -7.398], [0.272, -0.081, -9.191], [2.983, 0.852, -10.575], [2.526, -1.076, -9.121], [4.434, -3.069, -11.006], [5.048, -2.324, -9.335], [2.511, -3.076, -11.122], [5.236, -2.187, -12.511], [4.756, -4.099, -11.028], [3.766, -1.610, -3.070], [4.204, 0.172, -2.454], [2.022, -2.173, -2.475], [3.925, -1.742, -4.975], [4.484, -2.286, -2.629], [-6.406, -6.576, -0.520], [-7.983, -7.184, 0.394], [-6.635, -6.584, -2.429], [-5.839, -4.850, 0.115], [-5.612, -7.272, -0.290]]
}


No. 2
{
  "formula": "C6H4AuN5O5",
  "method": "ωB97M-V with the def2-TZVPD basis set",
  "s2": 2.025,
  "spin_multiplicity": 3,
  "homo_lumo_gap_ev": [7.972, 5.364],
  "total_charge": 2,
  "e_tot_ha": -1015.717486,
  "homo_ev": [-17.745, -17.899],
  "de_lowest_ev": 1.0286,
  "symbols": ["O", "C", "Au", "C", "O", "C", "O", "C", "O", "C", "O", "H", "N", "N", "N", "C", "N", "N", "H", "H", "H"],
  "coordinates": [[-0.223, -1.556, -5.969], [-0.152, -0.676, -5.242], [-0.178, 0.958, -0.495], [0.014, 3.344, 1.524], [-0.133, 4.263, 2.189], [-1.335, 2.863, -0.703], [-1.392, 3.937, -0.040], [-2.550, 2.208, -1.094], [-3.705, 2.048, -1.236], [1.746, 0.407, -0.546], [2.877, 0.282, -0.766], [-0.343, 2.432, -1.273], [1.833, -2.907, 2.580], [0.958, -2.399, 1.634], [-0.339, -2.821, 1.572], [-0.876, -1.858, 0.813], [0.021, -0.897, 0.509], [1.195, -1.232, 1.055], [2.779, -2.629, 2.342], [1.712, -3.908, 2.650], [-1.911, -1.860, 0.497]]
}